# 1
# C15H60N30O15

A 15-piece molecular cluster, C15H60N30O15 overall at a distorted geometry (wB97M-V/def2-TZVPD, OMol25).

Positions of all 120 atoms, in Å:
C (-2.71722, -3.72888, -1.57053)
O (-2.21793, -4.06542, -0.48414)
N (-2.22189, -2.70978, -2.30208)
N (-3.82170, -4.35088, -2.07109)
H (-2.53178, -2.47950, -3.22690)
H (-1.58058, -2.11576, -1.78440)
H (-4.12392, -4.06257, -2.98291)
H (-4.26649, -5.09717, -1.57490)
C (-0.20002, 0.22657, -0.13094)
O (-0.59236, -0.14966, -1.25127)
N (-0.54996, 1.41446, 0.41955)
N (0.76275, -0.42106, 0.59834)
H (-1.27438, 1.94761, -0.02131)
H (-0.39020, 1.51959, 1.42601)
H (0.75688, -0.00713, 1.52129)
H (1.07993, -1.35930, 0.42132)
C (-2.33464, 1.13562, -4.74151)
O (-3.25862, 1.40297, -5.49707)
N (-1.03354, 1.50550, -5.02619)
N (-2.45950, 0.43487, -3.59192)
H (-0.48164, 1.59436, -4.18927)
H (-0.95949, 2.08634, -5.84177)
H (-3.34685, 0.11652, -3.24416)
H (-1.76788, 0.44343, -2.84307)
C (2.07989, 3.76265, 0.90748)
O (1.70278, 4.17176, 2.01388)
N (2.07938, 4.64805, -0.15083)
N (2.51780, 2.54005, 0.58286)
H (2.10023, 4.30393, -1.09157)
H (1.72544, 5.56207, 0.05817)
H (2.73174, 1.85644, 1.31086)
H (2.70883, 2.30550, -0.38848)
C (-0.25540, -3.51011, 3.78012)
O (0.61142, -2.82329, 3.23866)
N (-1.29684, -4.05971, 3.09662)
N (-0.31558, -3.68002, 5.13567)
H (-1.33728, -3.89527, 2.10595)
H (-2.14592, -4.28264, 3.58254)
H (-1.06259, -4.18779, 5.56946)
H (0.55905, -3.54804, 5.61263)
C (-1.55774, 4.35380, 3.55417)
O (-2.67652, 4.12479, 3.98975)
N (-0.53107, 4.85363, 4.32011)
N (-1.20400, 4.19078, 2.25304)
H (0.41940, 4.92366, 3.99782)
H (-0.72551, 4.87172, 5.30549)
H (-0.22292, 4.01813, 2.05813)
H (-1.89628, 3.93537, 1.56947)
C (0.05068, -2.27359, -5.12565)
O (0.14404, -3.48861, -5.04517)
N (0.13178, -1.44863, -4.02399)
N (-0.10478, -1.60611, -6.30661)
H (0.77098, -1.71056, -3.29322)
H (-0.12943, -0.48572, -4.12492)
H (-0.07751, -0.60195, -6.32704)
H (-0.10443, -2.08948, -7.18443)
C (-3.81532, 4.48493, -0.96287)
O (-5.04040, 4.43301, -0.99358)
N (-3.15609, 5.68028, -1.14696)
N (-3.01610, 3.39222, -0.90528)
H (-3.63557, 6.52000, -1.40208)
H (-2.18289, 5.74574, -0.89831)
H (-3.44142, 2.47066, -0.88202)
H (-2.01329, 3.49082, -1.03779)
C (3.31816, 0.40187, -2.23149)
O (3.44848, 1.58485, -1.91841)
N (3.22497, -0.59783, -1.32613)
N (3.24382, 0.00687, -3.54077)
H (3.38335, -0.34590, -0.36265)
H (3.24929, -1.55571, -1.62325)
H (3.21424, -0.97490, -3.74691)
H (3.07922, 0.65822, -4.28181)
C (-0.03591, 4.00337, -2.79466)
O (-0.33651, 3.77198, -1.63998)
N (1.01753, 3.37407, -3.43331)
N (-0.59811, 4.99727, -3.55424)
H (1.07308, 3.50337, -4.42581)
H (1.36748, 2.54929, -2.96664)
H (-0.04099, 5.40608, -4.28181)
H (-1.44010, 5.47331, -3.28053)
C (-0.66169, 0.88003, 4.40357)
O (-0.19198, 1.22842, 3.32274)
N (-1.01307, 1.75395, 5.39412)
N (-0.92080, -0.43492, 4.68401)
H (-1.40789, 1.35211, 6.22407)
H (-0.44959, 2.58780, 5.42382)
H (-1.35108, -0.68106, 5.55479)
H (-0.84128, -1.09488, 3.93105)
C (4.54328, -4.03850, 1.75512)
O (5.72629, -4.28044, 1.60752)
N (3.89671, -2.95128, 1.22116)
N (3.73927, -4.73422, 2.63909)
H (4.52167, -2.29146, 0.79725)
H (2.89396, -2.98834, 1.17123)
H (2.83305, -4.36295, 2.86194)
H (4.18123, -5.48494, 3.13337)
C (3.55002, -0.09565, 3.44067)
O (3.43486, 0.44518, 2.34445)
N (4.71843, -0.01043, 4.14203)
N (2.61675, -0.89595, 4.08154)
H (4.77387, -0.53581, 4.99288)
H (5.46607, 0.52410, 3.74333)
H (1.83375, -1.26102, 3.55121)
H (2.41457, -0.60147, 5.02287)
C (1.63150, -4.20026, -0.77293)
O (1.54363, -2.96348, -0.87226)
N (0.52966, -4.89266, -0.39648)
N (2.78274, -4.86393, -1.01651)
H (-0.34209, -4.38012, -0.39924)
H (0.55084, -5.89129, -0.50548)
H (2.83368, -5.82700, -0.74448)
H (3.47828, -4.33893, -1.50844)
C (-4.12879, -0.39584, 0.11180)
O (-4.08144, 0.80901, -0.09881)
N (-5.25295, -1.10541, -0.20574)
N (-3.06337, -1.11530, 0.54992)
H (-6.01348, -0.57475, -0.58945)
H (-5.38146, -2.06707, 0.04454)
H (-2.40499, -0.58824, 1.09906)
H (-3.01367, -2.11842, 0.50598)

Properties
LUMO ... -0.17 eV
Energy above the lowest of the compared OMol25 structures with the same formula, charge and spin ... 92.4 kJ/mol
HOMO energy ... -8.58 eV
F_max ... 1.768 eV/A
DFT total energy ... -3379.52632 Ha

# 2
# C9H8F4OS

C9H8F4OS as an isolated structure at a distorted geometry (wB97M-V/def2-TZVPD, OMol25).

Positions of all 23 atoms, in Å:
C (-3.17729, 0.68756, 0.32516)
C (-2.12010, 1.00358, 1.13211)
C (-2.93354, -0.13574, -0.79303)
C (-0.87368, 0.31150, 1.05856)
C (-1.64613, -0.52187, -1.09795)
C (-0.64016, -0.35717, -0.11599)
C (1.90862, 0.94224, -1.07947)
C (0.63859, -2.41484, 0.90107)
C (2.93165, 1.17010, -0.07665)
O (1.06392, -1.84803, -1.63099)
F (1.51368, -3.35948, 0.77178)
F (3.87229, 0.18440, 0.09842)
F (2.28609, 1.32929, 1.15014)
F (3.67623, 2.25565, -0.33808)
S (1.02079, -1.16250, -0.37481)
H (-4.11912, 1.09535, 0.46848)
H (-2.36930, 1.60384, 2.02448)
H (-3.67085, -0.46782, -1.50204)
H (-0.13407, 0.48519, 1.92975)
H (-1.24918, -1.11611, -2.00006)
H (2.25846, 1.10732, -2.07052)
H (0.97579, 1.39232, -0.79800)
H (0.78728, -2.18480, 2.01762)

Properties
LUMO (spin up / spin down) ... -0.89 / -1.19 eV
Energy above the lowest of the compared OMol25 structures with the same formula, charge and spin ... 0.0 kJ/mol
HOMO energy (spin up / spin down) ... -8.97 / -9.04 eV
F_max ... 3.308 eV/A
DFT total energy ... -1220.43720 Ha

# 3
# C9H10N2O3S

One molecule with the formula C9H10N2O3S at a distorted geometry (wB97M-V/def2-TZVPD, OMol25).

Positions of all 25 atoms, in Å:
C (-1.61422, 1.94942, -2.63377)
C (-1.29267, 2.88423, -1.64272)
C (-1.38825, 0.62450, -2.32640)
C (-0.82397, 2.47049, -0.37639)
C (-0.36357, -1.11980, -0.80493)
C (-0.94878, 0.19010, -1.10026)
C (-0.64376, 1.12809, -0.09958)
C (0.27050, -1.29373, 0.37293)
C (1.15005, 0.47232, 2.95420)
N (-0.31855, 0.66370, 1.21906)
N (-0.34055, -3.31208, 2.07826)
O (1.32143, -3.62660, 0.10688)
O (1.88292, -2.27569, 2.03164)
O (0.70027, 1.25770, 1.86640)
S (0.89563, -2.68724, 1.12762)
H (-1.95078, 2.22841, -3.59182)
H (-1.37027, 3.90134, -1.86849)
H (-1.79795, -0.14211, -2.94598)
H (-0.64459, 3.26847, 0.46762)
H (-0.69884, -1.84115, -1.58218)
H (1.98538, 1.06776, 3.40475)
H (1.62989, -0.42842, 2.42038)
H (0.29167, 0.07348, 3.53911)
H (-0.74817, -4.19046, 1.88183)
H (-0.37966, -2.98494, 2.99592)

Properties
LUMO (spin up / spin down) ... -0.59 / -0.59 eV
Energy above the lowest of the compared OMol25 structures with the same formula, charge and spin ... 570.6 kJ/mol
HOMO energy (spin up / spin down) ... -8.43 / -8.43 eV
F_max ... 3.687 eV/A
DFT total energy ... -1082.14272 Ha

# 4
# C22H27N3O4S

One molecule with the formula C22H27N3O4S (wB97M-V/def2-TZVPD, OMol25).

Positions of all 57 atoms, in Å:
C (2.35286, -1.32618, 3.70015)
O (1.89061, -0.18887, 3.01201)
C (2.31604, 0.01583, 1.73417)
C (3.09164, -0.87901, 1.00611)
C (3.45300, -0.56417, -0.29468)
C (3.05558, 0.62059, -0.87601)
C (2.27923, 1.52181, -0.14554)
N (1.87697, 2.69503, -0.78834)
C (1.12048, 3.71613, -0.31293)
O (0.83420, 3.91677, 0.84460)
C (0.61612, 4.61112, -1.45670)
O (0.24926, 3.82733, -2.57677)
C (-0.54287, 2.73746, -2.27377)
C (-1.65412, 2.81600, -1.45229)
C (-2.35044, 1.67477, -1.09939)
C (-1.93928, 0.43599, -1.57563)
C (-2.64142, -0.80021, -1.19468)
S (-3.20485, -1.77797, -2.40348)
N (-2.82965, -1.05682, 0.10685)
C (-3.52500, -2.24114, 0.55594)
C (-2.52725, -3.24850, 1.12463)
N (-1.79905, -2.63473, 2.22021)
C (-0.93279, -3.57304, 2.89645)
C (-1.07970, -1.46919, 1.74511)
C (-2.06721, -0.44780, 1.17488)
C (-0.86666, 0.35780, -2.45959)
C (-0.15333, 1.49183, -2.80427)
O (0.96495, 1.50052, -3.58329)
C (1.32227, 0.30764, -4.24204)
C (1.91050, 1.21786, 1.15423)
H (3.44507, -1.33728, 3.76863)
H (1.93186, -1.25562, 4.70202)
H (2.00911, -2.25263, 3.22823)
H (3.42005, -1.81296, 1.43263)
H (4.05597, -1.26137, -0.85758)
H (3.34312, 0.85890, -1.88904)
H (2.04947, 2.70376, -1.78897)
H (1.41399, 5.27432, -1.80271)
H (-0.21132, 5.22522, -1.08409)
H (-1.96843, 3.77231, -1.06572)
H (-3.21394, 1.74856, -0.45646)
H (-4.06668, -2.67359, -0.28628)
H (-4.22880, -1.94776, 1.34026)
H (-3.06672, -4.11822, 1.50453)
H (-1.85052, -3.58149, 0.31707)
H (-1.52971, -4.40647, 3.26325)
H (-0.46885, -3.07580, 3.74702)
H (-0.14091, -3.97132, 2.24162)
H (-0.54432, -1.01481, 2.58061)
H (-0.34304, -1.73042, 0.96053)
H (-1.52139, 0.42285, 0.81449)
H (-2.76047, -0.14325, 1.96480)
H (-0.58707, -0.61295, -2.83618)
H (1.61882, -0.46922, -3.52929)
H (0.50574, -0.06410, -4.86674)
H (2.17176, 0.56361, -4.87358)
H (1.31714, 1.90289, 1.73503)

Properties
LUMO ... 0.52 eV
Energy above the lowest of the compared OMol25 structures with the same formula, charge and spin ... 227.8 kJ/mol
HOMO energy ... -7.87 eV
SMILES string ... COc1cccc(NC(=O)COc2ccc(C(=S)N3CCN(C)CC3)cc2OC)c1
F_max ... 0.695 eV/A
DFT total energy ... -1717.93167 Ha